No. 1
{"formula": "C8H4BrCl2InNO3Y", "method": "ωB97M-V/def2-TZVPD", "elements": ["In", "Y", "Cl", "Cl", "C", "C", "C", "O", "O", "O", "Br", "C", "C", "C", "C", "N", "C", "H", "H", "H", "H"], "positions_angstrom": [[0.18, -1.23, -4.09], [-0.65, -0.33, -0.39], [-1.91, 0.54, -2.39], [1.54, -1.08, -1.33], [-1.29, -2.25, 0.99], [-0.22, -0.14, -6.74], [-0.15, -2.27, -6.93], [-1.37, -3.14, 1.72], [-0.76, 0.30, -7.67], [-0.12, -2.54, -8.03], [2.07, -0.68, 5.12], [1.11, 0.35, 3.84], [0.57, 1.58, 4.21], [-0.16, 2.31, 3.27], [-0.36, 1.77, 2.02], [0.13, 0.56, 1.65], [0.86, -0.15, 2.56], [0.69, 1.94, 5.21], [-0.60, 3.27, 3.50], [-0.89, 2.28, 1.20], [1.32, -1.08, 2.24]], "lowdin_charge": [1.177, 0.969, 0.012, 0.036, 0.041, -0.066, -0.063, 0.229, 0.202, 0.211, 1.319, -0.517, 0.021, 0.064, -0.035, -0.092, -0.095, 0.149, 0.163, 0.149, 0.125], "multiplicity": 1, "e_tot_ha": -4308.8746, "largest_force_ev_per_a": 6.81, "de_lowest_ev": 0.0143, "lumo_energy_ev": [-17.53, -18.33], "orbital_gap_ha": [0.2224, 0.1868], "total_charge": 4}



No. 2
{"formula": "C8H4Cl6O9P2Ti", "method": "ωB97M-V/def2-TZVPD", "elements": ["Ti", "Cl", "C", "C", "C", "Cl", "C", "Cl", "C", "Cl", "C", "Cl", "O", "P", "O", "O", "O", "P", "O", "O", "O", "H", "H", "Cl", "C", "C", "O", "O", "H", "H"], "positions_angstrom": [[0.38, -0.93, -0.78], [3.17, 0.64, 4.01], [1.71, -0.07, 3.38], [1.58, -0.23, 2.01], [0.44, -0.80, 1.44], [0.12, -3.15, -0.73], [-0.56, -1.18, 2.33], [-2.05, -1.85, 1.70], [-0.46, -1.04, 3.71], [-1.72, -1.54, 4.77], [0.70, -0.48, 4.25], [0.88, -0.30, 5.96], [-0.84, 1.58, -3.25], [0.49, 0.68, -3.36], [1.02, 0.72, -4.74], [0.07, -0.66, -2.72], [1.42, 1.36, -2.25], [2.82, 0.74, -1.57], [3.17, 1.66, -0.46], [3.73, 0.27, -2.63], [2.09, -0.59, -0.89], [-0.78, 2.29, -3.91], [2.38, 0.13, 1.38], [-3.07, -1.56, -1.77], [-3.31, 0.16, -1.37], [-2.18, 0.91, -0.66], [-2.47, 2.03, -0.29], [-1.04, 0.33, -0.51], [-4.19, 0.22, -0.73], [-3.50, 0.68, -2.30]], "lowdin_charge": [0.763, 0.636, -0.676, -0.119, -0.222, 0.074, -0.670, 0.629, -0.712, 0.620, -0.718, 0.612, -0.124, 0.218, -0.287, -0.402, -0.291, 0.167, -0.317, -0.308, -0.404, 0.071, 0.077, 0.552, -0.487, -0.685, 0.056, -0.195, 0.069, 0.072], "multiplicity": 1, "e_tot_ha": -5278.3358, "largest_force_ev_per_a": 0.60, "de_lowest_ev": 0.3076, "lumo_energy_ev": 4.17, "orbital_gap_ha": 0.2894, "total_charge": -2}



No. 3
{"formula": "C8H4Cl6O9P2Ti", "method": "ωB97M-V/def2-TZVPD", "elements": ["Ti", "Cl", "C", "C", "C", "Cl", "C", "Cl", "C", "Cl", "C", "Cl", "O", "P", "O", "O", "O", "P", "O", "O", "O", "H", "H", "Cl", "C", "C", "O", "O", "H", "H"], "positions_angstrom": [[0.13, 0.41, 0.01], [-2.37, -1.92, 0.03], [-0.80, -2.66, -0.23], [0.30, -1.82, -0.26], [1.52, -2.46, -0.43], [2.96, -1.48, -0.41], [1.65, -3.84, -0.59], [3.21, -4.57, -0.81], [0.51, -4.63, -0.58], [0.64, -6.35, -0.80], [-0.74, -4.04, -0.40], [-2.16, -5.02, -0.36], [-1.15, 1.01, 4.22], [-0.86, 1.37, 2.68], [-0.23, 0.15, 2.04], [-2.09, 1.92, 2.05], [0.26, 2.52, 2.77], [0.90, 3.10, 1.35], [-0.40, 3.67, 0.63], [1.91, 4.11, 1.65], [1.32, 1.79, 0.66], [-2.00, 1.41, 4.44], [-1.21, 3.18, 0.91], [1.23, 4.01, -2.64], [-0.49, 2.20, -3.22], [-0.33, 1.28, -2.17], [0.72, 0.57, -1.98], [-1.24, 1.13, -1.23], [0.15, 2.13, -4.08], [-1.37, 2.82, -3.24]], "lowdin_charge": [1.045, 0.680, -0.682, -0.223, -0.685, 0.691, -0.707, 0.626, -0.714, 0.621, -0.709, 0.623, -0.120, 0.187, -0.363, -0.299, -0.259, 0.237, -0.135, -0.269, -0.367, 0.064, 0.042, -0.237, -0.094, -0.720, -0.131, -0.166, 0.019, 0.047], "multiplicity": 3, "e_tot_ha": -5278.2523, "largest_force_ev_per_a": 0.68, "lumo_energy_ev": [3.89, 3.89], "s2": 2.006, "orbital_gap_ha": [0.1975, 0.2457], "total_charge": -2}



No. 4
{"formula": "C8H4F2INO", "method": "ωB97M-V/def2-TZVPD", "elements": ["C", "C", "C", "C", "C", "C", "C", "C", "N", "O", "F", "F", "I", "H", "H", "H", "H"], "positions_angstrom": [[2.05, -0.71, -0.14], [1.24, -1.88, 0.09], [1.46, 0.53, -0.26], [-0.12, -1.82, 0.02], [0.08, 0.63, -0.26], [-0.78, -0.58, -0.13], [-1.38, 1.95, 0.91], [-0.59, 1.94, -0.34], [-2.08, -0.37, -0.16], [-1.35, 1.85, 2.06], [0.23, 3.02, -0.20], [-1.37, 2.09, -1.46], [-3.44, -1.82, 0.00], [3.07, -0.71, -0.16], [1.51, -2.92, 0.20], [2.15, 1.44, -0.35], [-0.67, -2.64, 0.17]], "lowdin_charge": [-0.045, -0.037, -0.026, -0.073, -0.087, -0.400, 0.014, -0.503, -0.463, 0.228, 0.119, 0.111, 0.821, 0.067, 0.107, 0.151, 0.015], "multiplicity": 1, "e_tot_ha": -934.5236, "largest_force_ev_per_a": 3.86, "de_lowest_ev": 0.1556, "lumo_energy_ev": [-1.94, -0.53], "orbital_gap_ha": [0.2045, 0.2792], "total_charge": 0}



No. 5
{"formula": "C8H4F3N3", "method": "ωB97M-V/def2-TZVPD", "elements": ["C", "C", "C", "C", "C", "C", "C", "C", "N", "N", "N", "F", "F", "F", "H", "H", "H", "H"], "positions_angstrom": [[-2.18, 2.36, -0.93], [0.22, -0.67, -2.01], [-0.99, -1.47, 0.03], [-1.25, 1.58, -0.46], [-2.94, -0.43, 1.05], [0.02, 0.98, -0.13], [0.11, -0.55, -0.47], [-4.30, -0.15, 0.53], [-2.95, 3.03, -1.51], [0.40, -0.81, -3.11], [-2.06, -1.08, 0.55], [-4.43, -0.17, -0.82], [-5.16, -1.06, 0.98], [-4.74, 1.01, 1.00], [-0.76, -2.44, 0.01], [0.92, 1.54, -0.76], [0.12, 1.30, 0.98], [1.11, -0.88, -0.20]], "lowdin_charge": [-0.276, -0.190, -0.058, 0.032, 0.104, -0.172, -0.224, -0.656, 0.189, 0.163, 0.091, 0.123, 0.158, 0.148, 0.088, 0.187, 0.156, 0.136], "multiplicity": 1, "e_tot_ha": -770.8501, "largest_force_ev_per_a": 4.47, "de_lowest_ev": 0.1520, "lumo_energy_ev": [-1.86, -1.92], "orbital_gap_ha": [0.2662, 0.2685], "total_charge": 0}



No. 6
{"formula": "C8H5BiCl2LuNO3", "method": "ωB97M-V/def2-TZVPD", "elements": ["Bi", "Lu", "Cl", "Cl", "C", "C", "C", "O", "O", "O", "C", "C", "C", "N", "C", "C", "H", "H", "H", "H", "H"], "positions_angstrom": [[-0.85, -0.39, -3.62], [-0.69, -0.22, -0.18], [-1.21, -2.45, -1.17], [-2.11, 1.71, -0.27], [1.12, 1.17, 0.62], [0.14, -2.29, -4.48], [0.47, 1.05, -4.93], [1.85, 1.88, 1.15], [0.40, -3.41, -4.51], [0.66, 1.89, -5.69], [-2.26, -2.02, 4.11], [-2.57, -0.71, 3.75], [-1.92, -0.14, 2.66], [-1.03, -0.84, 1.92], [-0.67, -2.11, 2.31], [-1.27, -2.71, 3.41], [-2.78, -2.49, 4.94], [-3.30, -0.10, 4.29], [-2.11, 0.88, 2.32], [0.08, -2.61, 1.69], [-0.98, -3.73, 3.68]], "lowdin_charge": [1.531, 0.885, -0.070, 0.023, -0.010, -0.117, -0.107, 0.222, 0.276, 0.279, 0.108, 0.141, 0.023, -0.114, 0.018, 0.131, 0.171, 0.176, 0.112, 0.148, 0.175], "multiplicity": 1, "e_tot_ha": -2957.0845, "largest_force_ev_per_a": 6.30, "de_lowest_ev": 0.0000, "lumo_energy_ev": [-17.83, -18.35], "orbital_gap_ha": [0.2381, 0.2118], "total_charge": 4}



No. 7
{"formula": "C8H5Cl2GaLaNO3", "method": "ωB97M-V/def2-TZVPD", "elements": ["La", "Ga", "Cl", "Cl", "C", "C", "C", "O", "O", "O", "C", "C", "C", "N", "C", "C", "H", "H", "H", "H", "H"], "positions_angstrom": [[-0.02, -1.18, -3.89], [-0.89, -1.15, -0.32], [-1.67, 0.72, -3.19], [1.43, -0.72, -1.59], [-1.16, -2.29, 1.41], [-0.25, -0.10, -6.29], [0.19, -2.54, -6.20], [-1.41, -2.92, 2.38], [-0.50, 0.12, -7.40], [0.21, -2.98, -7.27], [0.54, 1.99, 3.81], [-0.31, 2.27, 2.74], [-0.44, 1.34, 1.71], [0.21, 0.16, 1.75], [1.01, -0.15, 2.81], [1.20, 0.75, 3.86], [0.65, 2.71, 4.62], [-0.94, 3.16, 2.69], [-1.11, 1.52, 0.85], [1.47, -1.15, 2.83], [1.80, 0.45, 4.70]], "lowdin_charge": [1.530, 0.788, -0.082, -0.026, 0.027, -0.095, -0.067, 0.273, 0.222, 0.218, 0.091, 0.116, -0.002, 0.017, 0.041, 0.135, 0.163, 0.170, 0.143, 0.171, 0.168], "multiplicity": 1, "e_tot_ha": -3463.3223, "largest_force_ev_per_a": 9.07, "lumo_energy_ev": [-17.98, -17.74], "orbital_gap_ha": [0.2195, 0.2256], "total_charge": 4}



No. 8
{"formula": "C8H5Cl2NNdO3Ti", "method": "ωB97M-V/def2-TZVPD", "elements": ["Nd", "Ti", "Cl", "Cl", "C", "C", "C", "O", "O", "O", "C", "C", "C", "N", "C", "C", "H", "H", "H", "H", "H"], "positions_angstrom": [[-0.77, 0.09, -3.71], [0.51, 1.02, -0.31], [1.08, -0.77, -1.82], [-0.92, 2.32, -1.56], [2.09, 1.95, 0.16], [0.70, -1.21, -5.00], [0.79, 1.33, -4.92], [3.09, 2.53, 0.40], [1.61, -1.69, -5.56], [1.68, 1.75, -5.56], [-1.44, -1.16, 3.47], [-1.87, 0.08, 2.98], [-1.22, 0.63, 1.88], [-0.17, -0.01, 1.29], [0.25, -1.22, 1.76], [-0.36, -1.80, 2.86], [-1.95, -1.61, 4.33], [-2.69, 0.62, 3.44], [-1.51, 1.59, 1.42], [1.08, -1.67, 1.21], [0.01, -2.76, 3.23]], "lowdin_charge": [1.417, 0.678, 0.216, 0.229, 0.042, -0.121, -0.088, 0.349, 0.252, 0.254, 0.104, 0.060, -0.056, -0.123, -0.034, 0.068, 0.170, 0.161, 0.126, 0.134, 0.161], "multiplicity": 5, "e_tot_ha": -2917.8053, "largest_force_ev_per_a": 14.47, "de_lowest_ev": 2.2943, "lumo_energy_ev": [-18.96, -18.31], "s2": 6.017, "orbital_gap_ha": [0.1386, 0.2008], "total_charge": 4}



Q: Number 6 is which compound?
A: C8H5BiCl2LuNO3



Q: Number 8 is which compound?
A: C8H5Cl2NNdO3Ti



Q: Look up the multiplicity of the eighth one.
A: 5